5 unconnected molecules or ions with the total composition C19H34N5O6PS. Source: the OMol25 dataset; level of theory: ωB97M-V/def2-TZVPD.

Calculated values
Highest occupied orbital energy in Eh: -0.277
Charge: 0
HOMO-LUMO gap in Eh: 0.301
SMILES string: CC(=O)OCCCCC[C@H]1COS(=O)(=O)[C@@H](P(N)O)C1.CC#N.CC#N.CC#N.CC#N
Electronic energy in eV: -60109.29695

Last column: natural (NBO) charge in e.
Positions of all 66 atoms, in Å:
H  5.7572  -3.6017  -4.0097  0.259
O  4.4715  0.9383  0.2437  -0.934
O  3.1310  -1.1774  0.7009  -0.659
H  0.6909  -5.6794  -0.4229  0.256
P  1.5214  -0.7160  -2.6587  1.219
H  -0.4619  -4.3742  -0.1716  0.260
H  -0.7814  -1.0391  2.3758  0.197
H  5.9455  3.9921  0.7432  0.266
N  -4.7555  3.7494  1.3788  -0.345
C  -3.2563  0.5348  2.8465  -0.446
C  -0.2710  -5.2799  -0.7510  -0.724
H  1.0901  -1.4744  0.1548  0.208
N  2.7702  3.9288  0.8856  -0.374
H  -0.1317  2.0099  1.9134  0.223
C  2.3695  0.5461  -1.5178  -0.770
C  3.9446  -2.8577  -4.8283  0.304
N  -0.2794  -4.7905  -3.3187  -0.350
H  5.4399  -4.1128  -5.6636  0.253
H  5.4607  5.5247  1.4599  0.250
C  -3.8983  1.5146  -1.0846  -0.734
C  -7.1231  3.1168  2.2885  -0.727
H  -7.8965  3.7738  1.8851  0.255
C  1.7088  -0.9268  0.9531  -0.110
H  2.8624  1.3156  -2.2082  0.302
H  -1.0369  -6.0090  -0.4781  0.253
H  0.3722  1.3881  -1.0109  0.231
C  -4.1500  0.0798  -0.4648  0.800
O  -0.1993  -0.6260  -2.5124  -1.000
H  -3.4909  -1.5580  2.0042  0.198
H  -0.8765  0.9218  0.6508  0.201
C  1.3836  1.3027  -0.5034  -0.443
H  -4.8166  2.1777  -1.0549  0.246
H  -3.6289  1.3524  -2.1850  0.246
S  3.7386  -0.1775  -0.4810  2.221
C  1.3042  0.6145  0.9635  -0.266
C  -1.8450  0.5975  3.5967  -0.407
H  1.7761  2.3696  -0.3410  0.277
H  -2.4964  -0.4274  0.8838  0.195
C  3.8673  4.1593  1.1387  0.334
H  -1.6277  1.7115  3.7834  0.213
H  -7.1671  3.1923  3.3770  0.255
C  -5.7973  3.4712  1.7787  0.302
O  -3.9299  -0.9217  -1.1668  -0.560
N  1.9013  -2.3655  -2.1179  -1.177
H  1.4370  -2.9783  -2.8079  0.409
N  2.8484  -2.5247  -4.7199  -0.356
C  -0.1583  0.9248  1.5296  -0.397
H  -1.8295  0.0799  4.6148  0.212
C  -0.2768  -5.0074  -2.1890  0.306
H  -4.0212  0.1737  3.6278  0.209
C  5.3400  -3.2786  -4.9659  -0.723
C  -3.3400  -0.4967  1.6359  -0.079
H  1.4778  -1.4760  1.9319  0.216
H  -3.6361  1.5726  2.5363  0.238
H  5.5329  4.0727  2.4515  0.257
C  -0.6089  0.0255  2.7678  -0.417
H  -0.6181  -1.0569  -3.2828  0.512
H  2.9103  -2.4763  -2.3337  0.400
H  -2.9881  2.0418  -0.6269  0.250
O  -4.5742  -0.1488  0.8875  -0.572
H  5.9686  -2.4665  -5.3371  0.258
H  0.2784  -0.0376  3.4979  0.213
O  4.7553  -0.8327  -1.3795  -0.915
H  -7.3939  2.0928  2.0220  0.261
H  2.0430  1.1779  1.6218  0.243
C  5.2641  4.4504  1.4629  -0.725